(1)
Below is a 41-piece molecular cluster, C23H116N34O44 overall at a distorted geometry, with properties calculated with ωB97M-V with the def2-TZVPD basis set.

Results
Total energy in Eh: -6118.85175
Highest occupied orbital energy in eV: -4.46

The geometry in ORCA input format:
```
! RIJCOSX wB97M-V def2-TZVPD def2/J DEFGRID3
* xyz -2 1
C 18.77 17.38 15.24
C 18.12 18.37 16.01
C 16.62 18.66 15.83
O 15.88 19.28 16.71
C 15.91 18.07 14.82
C 16.49 17.09 13.99
C 18.07 16.73 14.25
O 18.61 16.04 13.41
O 15.74 16.55 13.12
O 18.92 19.09 16.82
H 19.83 17.17 15.35
H 14.84 18.18 14.74
C 18.97 10.25 11.47
O 18.83 9.14 10.91
N 18.55 11.40 11.01
N 19.66 10.43 12.56
H 18.15 11.57 10.10
H 18.77 12.17 11.63
H 19.97 9.64 13.11
H 19.76 11.38 12.89
C 16.02 17.65 21.20
O 15.80 18.03 22.35
N 16.35 18.41 20.12
N 16.12 16.40 20.92
H 16.23 19.41 20.07
H 16.59 17.88 19.29
H 15.95 15.79 21.70
H 16.33 16.06 19.99
C 21.80 13.49 9.88
O 20.95 13.94 10.72
N 22.96 14.09 9.63
N 21.80 12.39 9.11
H 23.21 14.92 10.14
H 23.47 13.75 8.82
H 22.60 12.04 8.58
H 21.13 11.75 9.52
C 13.50 10.36 11.92
O 14.62 10.25 11.45
N 12.59 9.51 11.83
N 13.04 11.37 12.57
H 12.93 8.66 11.40
H 11.77 9.72 12.37
H 13.51 12.26 12.52
H 12.14 11.17 12.99
C 23.70 14.21 17.06
O 23.90 15.37 17.41
N 24.20 13.62 16.04
N 22.81 13.43 17.63
H 24.97 14.10 15.59
H 23.80 12.78 15.67
H 22.73 12.50 17.25
H 22.27 13.71 18.44
C 14.39 15.52 18.03
O 15.24 14.67 18.03
N 13.16 15.25 18.20
N 14.45 16.78 17.79
H 12.49 16.00 18.31
H 12.73 14.34 18.11
H 15.36 17.18 17.58
H 13.63 17.31 17.52
C 10.39 21.69 17.43
O 10.20 22.77 17.99
N 9.58 20.70 17.73
N 11.18 21.38 16.48
H 9.05 20.76 18.59
H 9.65 19.77 17.34
H 11.13 20.42 16.16
H 11.91 21.96 16.09
C 11.96 14.20 11.11
O 13.10 13.78 11.39
N 11.45 14.18 9.93
N 11.14 14.74 12.04
H 10.58 14.71 9.96
H 11.65 13.35 9.39
H 11.44 14.67 13.00
H 10.23 15.17 11.98
C 21.67 19.24 13.55
O 22.71 19.32 14.21
N 21.45 18.96 12.34
N 20.54 19.57 14.03
H 20.53 19.12 11.96
H 22.28 18.66 11.85
H 20.48 19.54 15.04
H 19.71 19.39 13.48
C 19.77 19.98 20.36
O 19.85 20.29 21.49
N 20.67 19.26 19.81
N 18.82 20.34 19.58
H 20.53 18.88 18.89
H 21.53 19.12 20.32
H 18.71 19.80 18.73
H 18.12 20.95 19.99
C 23.85 22.40 19.47
O 24.78 22.63 20.28
N 22.89 21.57 19.69
N 23.81 22.95 18.28
H 22.16 21.41 19.01
H 22.91 21.05 20.56
H 24.38 23.78 18.26
H 23.20 22.62 17.54
C 15.69 23.03 20.67
O 16.76 22.43 20.49
N 15.58 23.82 21.66
N 14.56 22.93 20.04
H 14.74 24.37 21.83
H 16.29 23.90 22.36
H 14.47 22.30 19.26
H 13.73 23.44 20.28
C 18.54 14.39 18.98
O 17.95 14.35 20.07
N 19.84 14.25 18.80
N 17.98 14.67 17.86
H 20.52 14.18 19.54
H 20.24 14.55 17.92
H 17.00 14.90 17.86
H 18.41 14.49 16.96
C 10.16 20.52 10.68
O 10.93 20.99 9.89
N 8.95 20.78 10.85
N 10.55 19.59 11.50
H 8.32 20.13 11.29
H 8.48 21.46 10.26
H 11.52 19.32 11.44
H 10.10 19.41 12.38
C 19.89 24.04 15.43
O 20.16 23.77 16.62
N 19.36 23.11 14.63
N 20.17 25.12 14.75
H 19.28 23.43 13.68
H 18.81 22.34 15.00
H 20.49 25.99 15.15
H 19.83 25.35 13.82
C 15.65 13.03 14.65
O 15.81 11.99 15.24
N 15.52 14.20 15.19
N 15.60 13.05 13.34
H 15.36 14.98 14.57
H 15.41 14.30 16.19
H 15.62 12.14 12.91
H 15.80 13.90 12.82
C 18.33 15.39 8.65
O 17.19 15.62 8.23
N 18.56 14.70 9.80
N 19.36 15.97 8.16
H 17.74 14.70 10.39
H 19.49 14.35 9.96
H 19.23 16.67 7.45
H 20.33 15.70 8.30
O 23.45 21.43 15.88
H 22.83 21.32 16.60
H 23.31 20.66 15.33
O 16.57 23.29 13.86
H 17.10 22.69 14.38
H 16.37 22.81 13.06
O 21.31 17.56 17.45
H 20.60 18.08 17.08
H 21.22 16.70 17.03
O 15.63 14.65 11.06
H 15.91 15.27 11.73
H 14.68 14.61 11.15
O 11.98 18.03 18.51
H 11.82 18.04 17.57
H 11.11 17.89 18.90
O 13.43 19.60 12.28
H 13.32 19.94 13.17
H 13.14 18.68 12.34
O 14.81 22.93 16.73
H 14.70 23.64 16.11
H 15.02 23.37 17.56
O 13.83 20.83 15.03
H 14.14 21.63 15.46
H 14.51 20.18 15.22
O 13.71 20.13 18.84
H 14.40 20.02 18.18
H 13.10 19.42 18.67
O 18.77 21.14 11.05
H 17.83 21.09 11.22
H 19.03 20.23 10.89
O 18.94 18.32 11.35
H 18.98 17.66 12.05
H 18.55 17.86 10.61
O 12.31 14.23 14.38
H 12.40 13.37 14.78
H 11.71 14.70 14.96
O 21.20 21.27 17.40
H 20.51 20.61 17.27
H 20.73 22.10 17.47
O 13.15 17.11 13.28
H 12.72 16.26 13.25
H 14.08 16.91 13.40
O 15.72 18.65 10.76
H 14.84 18.89 11.05
H 16.02 18.01 11.40
O 16.24 21.02 12.18
H 15.91 20.78 13.05
H 15.66 20.55 11.57
O 22.59 14.66 13.17
H 23.37 15.11 12.84
H 21.86 15.23 12.91
O 20.27 14.50 15.61
H 20.57 13.95 14.89
H 19.52 14.98 15.25
O 24.22 17.41 11.98
H 24.95 16.79 12.07
H 23.97 17.61 12.88
O 19.40 13.56 12.84
H 18.91 14.31 13.19
H 19.99 13.95 12.19
O 12.40 18.56 15.93
H 12.66 17.78 15.43
H 12.86 19.28 15.50
O 17.21 21.95 16.02
H 16.52 22.57 16.24
H 17.04 21.19 16.58
O 24.21 17.23 15.40
H 24.02 16.67 16.15
H 23.72 18.03 15.57
*
```

---

(2)
Below is an isolated molecule of C7H12N2S2 at a distorted geometry, with properties calculated with ωB97M-V with the def2-TZVPD basis set.

Results
Total energy in Eh: -1179.78205
Highest occupied orbital energy in eV: -8.20
Relative energy (zero: lowest compared OMol25 entry of this formula, charge and spin) in kcal/mol: 30.87
SMILES: CN(C)CCSc1nccs1

The geometry in ORCA input format:
```
! RIJCOSX wB97M-V def2-TZVPD def2/J DEFGRID3
* xyz 0 1
C -0.40 0.70 1.46
N -0.79 -0.44 0.70
C -2.21 -0.71 0.95
C -0.05 -1.63 1.01
C 1.37 -1.71 0.30
S 1.18 -1.69 -1.54
C 0.96 0.03 -1.79
N 1.62 1.00 -1.16
C 1.29 2.21 -1.69
C 0.36 2.25 -2.69
S -0.15 0.63 -3.03
H -1.07 1.57 1.27
H 0.62 1.08 1.15
H -0.31 0.50 2.56
H -2.78 0.18 0.72
H -2.36 -0.95 2.00
H -2.56 -1.61 0.34
H 0.18 -1.71 2.12
H -0.63 -2.48 0.71
H 1.97 -0.80 0.55
H 1.94 -2.59 0.57
H 1.76 3.06 -1.24
H 0.07 3.10 -3.27
*
```

---

(3)
Below is C28H55BN2P2PtSi as an isolated structure, with properties calculated with ωB97M-V with the def2-TZVPD basis set.

Results
Total energy in Eh: -2325.24211
Highest occupied orbital energy (alpha / beta) in eV: -11.56 / -14.94
Relative energy (zero: lowest compared OMol25 entry of this formula, charge and spin) in kcal/mol: 0.00

The geometry in ORCA input format:
```
! RIJCOSX wB97M-V def2-TZVPD def2/J DEFGRID3
* xyz 2 5
Pt -0.16 -0.48 0.09
C -4.38 2.08 1.26
C -3.21 1.12 1.50
C -3.62 0.06 2.52
C -2.04 1.93 2.08
P -2.53 0.31 -0.02
C -2.46 1.69 -1.28
N -1.07 2.10 -1.46
B 0.05 1.34 -0.88
N 1.20 2.23 -1.14
C 2.53 2.07 -0.55
P 2.62 0.49 0.39
C 2.79 0.91 2.18
C 2.45 -0.34 3.00
C 1.74 1.99 2.49
C 4.18 1.44 2.55
C 4.02 -0.43 -0.40
C 4.27 -1.75 0.34
C 5.33 0.38 -0.44
C 3.58 -0.72 -1.84
C 0.82 3.27 -1.90
C 1.55 4.35 -2.43
C 0.85 5.27 -3.15
C -0.57 5.18 -3.36
C -1.32 4.16 -2.86
C -0.63 3.18 -2.10
C -3.66 -0.90 -0.86
C -3.72 -2.17 -0.01
C -5.07 -0.36 -1.08
C -3.03 -1.26 -2.22
H -4.81 2.36 2.23
H -5.19 1.66 0.67
H -4.06 3.02 0.79
H -3.76 0.54 3.49
H -2.85 -0.71 2.65
H -4.56 -0.43 2.26
H -2.38 2.46 2.96
H -1.66 2.68 1.37
H -1.21 1.28 2.37
H -3.04 2.54 -0.93
H -2.89 1.35 -2.22
H 2.73 2.90 0.13
H 3.30 2.08 -1.32
H 1.40 -0.63 2.87
H 2.60 -0.12 4.06
H 3.08 -1.20 2.76
H 0.75 1.73 2.09
H 2.02 2.97 2.12
H 1.64 2.07 3.57
H 4.94 0.66 2.51
H 4.14 1.80 3.58
H 4.50 2.27 1.92
H 4.71 -1.59 1.32
H 4.98 -2.34 -0.24
H 3.37 -2.35 0.45
H 5.71 0.64 0.55
H 5.24 1.30 -1.03
H 6.08 -0.23 -0.93
H 2.70 -1.35 -1.90
H 4.40 -1.25 -2.35
H 3.39 0.19 -2.41
H 2.61 4.44 -2.27
H 1.37 6.12 -3.58
H -1.05 5.95 -3.95
H -2.38 4.09 -3.02
H -4.22 -2.03 0.95
H -2.73 -2.57 0.18
H -4.28 -2.93 -0.56
H -5.61 -0.22 -0.15
H -5.63 -1.09 -1.68
H -5.08 0.58 -1.63
H -1.96 -1.49 -2.16
H -3.17 -0.47 -2.96
H -3.54 -2.15 -2.60
C 1.45 -5.21 -0.15
Si -0.11 -4.22 -0.03
C -0.92 -4.55 1.61
C -1.20 -4.56 -1.49
C 0.56 -2.43 -0.10
H 1.22 -6.27 -0.10
H 2.15 -4.98 0.66
H 1.96 -5.03 -1.10
H -1.05 -5.62 1.74
H -1.91 -4.09 1.71
H -0.30 -4.19 2.43
H -1.26 -5.64 -1.65
H -0.80 -4.11 -2.40
H -2.22 -4.20 -1.35
H 1.18 -2.33 -1.00
H 1.13 -2.22 0.83
*
```

---

(4)
Below is C3H5IrO3 as an isolated structure at a distorted geometry, with properties calculated with ωB97M-V with the def2-TZVPD basis set.

Results
Total energy in Eh: -445.59540
Highest occupied orbital energy (alpha / beta) in eV: -23.94 / -27.49
Relative energy (zero: lowest compared OMol25 entry of this formula, charge and spin) in kcal/mol: 44.96

The geometry in ORCA input format:
```
! RIJCOSX wB97M-V def2-TZVPD def2/J DEFGRID3
* xyz 3 6
H -0.79 -0.01 1.67
C -1.16 -0.44 0.73
C -0.13 -1.22 -0.04
O 1.13 -0.65 -0.10
C 1.34 0.63 -0.25
O 2.60 0.85 -0.19
H -2.00 -1.12 0.96
H -1.69 -0.28 -1.07
H 2.82 1.79 -0.27
Ir -0.35 1.99 -0.41
O -1.61 0.51 -0.26
H -0.16 -2.03 -0.77
*
```

---

(5)
Below is a 2-piece molecular cluster, C6H10O3 overall, with properties calculated with ωB97M-V with the def2-TZVPD basis set.

Results
Total energy in Eh: -460.32593
Highest occupied orbital energy in eV: -9.80
Relative energy (zero: lowest compared OMol25 entry of this formula, charge and spin) in kcal/mol: 15.36
SMILES: C=C(C)C(=O)O.CC=O

The geometry in ORCA input format:
```
! RIJCOSX wB97M-V def2-TZVPD def2/J DEFGRID3
* xyz 0 1
C 1.38 1.22 -1.07
C 1.32 -0.09 -0.85
C 2.51 -0.99 -0.69
C 0.01 -0.75 -0.69
O -0.22 -1.64 0.10
O -0.93 -0.26 -1.50
H 2.33 1.73 -1.15
H 0.50 1.82 -1.16
H 2.37 -1.61 0.19
H 2.60 -1.64 -1.55
H 3.42 -0.41 -0.59
H -1.79 -0.69 -1.33
C -2.49 0.15 1.42
C -1.20 0.91 1.51
O -0.90 1.85 0.83
H -2.26 -0.90 1.25
H -3.12 0.55 0.63
H -3.00 0.22 2.38
H -0.52 0.52 2.28
*
```

---

(6)
Below is a 2-piece molecular cluster, C29H22F3N2S overall at a distorted geometry, with properties calculated with ωB97M-V with the def2-TZVPD basis set.

Results
Total energy in Eh: -1925.31645
Highest occupied orbital energy in eV: -11.15
Relative energy (zero: lowest compared OMol25 entry of this formula, charge and spin) in kcal/mol: 0.00

The geometry in ORCA input format:
```
! RIJCOSX wB97M-V def2-TZVPD def2/J DEFGRID3
* xyz 1 1
F -4.50 -4.55 -0.28
C -3.91 -3.43 0.27
C -4.36 -2.99 1.51
C -3.71 -1.86 2.01
F -4.14 -1.38 3.22
C -2.65 -1.23 1.36
C -2.29 -1.60 0.04
C -1.50 -0.66 -0.75
C -1.10 -1.06 -2.09
C -1.23 -0.09 -3.10
C -1.01 -0.42 -4.43
C -0.66 -1.72 -4.81
C -0.58 -2.67 -3.80
F -0.42 -3.98 -4.18
C -0.67 -2.36 -2.44
C -2.89 -2.81 -0.45
H -5.18 -3.48 2.02
H -2.13 -0.40 1.85
H -1.85 0.37 -0.66
H -1.56 0.92 -2.83
H -1.05 0.36 -5.19
H -0.48 -1.98 -5.86
H -0.51 -3.15 -1.70
H -2.67 -3.25 -1.43
C 3.82 0.17 -3.35
C 2.67 0.75 -3.89
C 1.64 1.19 -3.05
C 1.75 1.03 -1.67
C 0.70 1.49 -0.68
C 1.36 2.64 0.08
C 0.66 2.90 1.37
N 0.66 1.62 2.07
C 0.75 1.52 3.46
C 0.70 0.19 3.90
C 0.87 -0.07 5.26
C 1.05 1.00 6.16
C 1.07 2.32 5.71
C 0.94 2.59 4.33
S 0.43 -0.91 2.56
C 0.40 0.45 1.43
N 0.22 0.34 0.13
C 2.93 0.52 -1.13
C 3.98 0.09 -1.96
H 4.60 -0.23 -4.01
H 2.55 0.87 -4.98
H 0.73 1.66 -3.44
H -0.20 1.84 -1.21
H 2.42 2.45 0.30
H 1.34 3.53 -0.56
H 1.22 3.61 1.96
H -0.35 3.29 1.26
H 0.85 -1.11 5.60
H 1.17 0.79 7.22
H 1.19 3.15 6.41
H 1.01 3.61 3.96
H 3.04 0.48 -0.04
H 4.89 -0.33 -1.51
*
```

---

- What is the formula in the first record?
  C23H116N34O44

---

- Which value of total energy does entry 5 give?
  -460.32593 Eh

---

- The highest total energy belongs to which entry?
  C3H5IrO3

---

- Which formula does entry 1 have?
  C23H116N34O44